#i
Here is a 3-piece molecular cluster, CH4N3P overall from OMol25. Energies are from wB97M-V/def2-TZVPD.

Element x y z (Å)
C (-0.87, -0.54, -0.91)
N (-0.72, -1.73, -0.36)
N (-0.35, -1.67, 0.83)
N (-0.26, -0.46, 1.27)
P (-0.68, 0.73, 0.21)
H (1.68, 1.82, -0.71)
H (-1.04, -0.41, -1.93)
H (0.20, -0.38, 2.18)
H (2.03, 2.63, -0.59)

molar mass	89.0	u
LUMO energy	0.0184	hartree

Atomic partial charges in e from the natural (NBO) method, atoms 1 to 5: number 1, C, carries -0.45; number 2, N, carries -0.24; number 3, N, carries -0.03; number 4, N, carries -0.63; number 5, P, carries 0.71

---

#ii
Here is a 2-piece molecular cluster, CH4N3P overall from OMol25. Energies are from wB97M-V/def2-TZVPD.

Element x y z (Å)
H (0.17, 1.40, 1.16)
N (0.50, 0.80, 0.50)
P (1.74, 0.03, 1.03)
N (1.88, -1.25, -0.10)
H (1.06, -1.23, -0.62)
H (2.24, -2.08, 0.18)
C (-2.55, 0.81, -0.67)
N (-3.14, 0.57, -1.61)
H (-1.91, 0.95, 0.14)

SMILES	[H]/N=P/N.C#N
molar mass	89.0	u
LUMO energy	0.0023	hartree

Atomic partial charges in e from the natural (NBO) method, atoms 1 to 5: number 1, H, carries 0.36; number 2, N, carries -1.21; number 3, P, carries 1.20; number 4, N, carries -1.13; number 5, H, carries 0.40

---

#iii
Here is a 2-piece molecular cluster, CH4N3P overall from OMol25. Energies are from wB97M-V/def2-TZVPD.

Element x y z (Å)
C (0.14, -0.96, -0.55)
N (-0.35, -1.51, 0.75)
N (-0.74, -0.66, 1.52)
N (-0.74, 0.55, 1.13)
P (-0.14, 0.87, -0.42)
H (1.24, -1.21, -0.63)
H (-0.25, -1.45, -1.46)
H (-1.53, 1.77, 2.08)
H (0.85, 1.32, 0.27)

molar mass	89.0	u
LUMO energy (alpha / beta)	-0.0554 / -0.0555	hartree

Atomic partial charges in e from the natural (NBO) method, atoms 1 to 5: number 1, C, carries -0.60; number 2, N, carries -0.23; number 3, N, carries 0.01; number 4, N, carries -0.63; number 5, P, carries 0.69

---

#iv
Here is CH4N3P as an isolated structure from OMol25. Energies are from wB97M-V/def2-TZVPD.

Element x y z (Å)
C (0.51, 1.00, 0.21)
N (-1.20, 1.12, 0.00)
N (1.25, -0.37, 0.30)
N (0.26, -1.17, 0.08)
P (-1.37, -0.47, 0.05)
H (0.72, 1.54, 1.13)
H (0.93, 1.54, -0.64)
H (0.42, -2.18, 0.14)
H (-1.51, -1.02, -1.26)

molar mass	89.0	u
LUMO energy (alpha / beta)	-0.0500 / 0.0088	hartree

Atomic partial charges in e from the natural (NBO) method, atoms 1 to 5: number 1, C, carries -0.18; number 2, N, carries -0.91; number 3, N, carries -0.14; number 4, N, carries -0.56; number 5, P, carries 1.06

---

The structure with the greatest stability is #ii.

---

#i
Here is a 2-piece molecular cluster, CH4N3P overall from OMol25. Energies are from wB97M-V/def2-TZVPD.

Element x y z (Å)
C (-0.23, 0.99, -0.37)
N (1.15, 0.74, -0.15)
N (1.50, -0.40, 0.08)
N (0.50, -1.31, 0.10)
P (-1.12, -0.69, -0.12)
H (-0.67, 1.89, 0.68)
H (-0.59, 1.42, -1.20)
H (0.97, -2.08, -0.37)
H (-1.51, -0.57, 1.36)

molar mass	89.0	u
LUMO energy	0.0143	hartree

Atomic partial charges in e from the natural (NBO) method, atoms 1 to 5: number 1, C, carries -0.50; number 2, N, carries -0.21; number 3, N, carries 0.06; number 4, N, carries -0.75; number 5, P, carries 0.62

---

#ii
Here is one molecule with the formula CH4N3P from OMol25. Energies are from wB97M-V/def2-TZVPD.

Element x y z (Å)
N (0.98, 2.49, -0.85)
C (0.37, 1.52, -0.77)
P (-0.73, 0.35, 0.09)
N (-0.66, -0.90, -1.03)
N (0.41, -0.21, 1.19)
H (-1.54, -1.35, -1.45)
H (-0.17, -1.66, -0.55)
H (0.01, -0.46, 2.06)
H (1.33, 0.22, 1.33)

SMILES	N#CP(N)N
molar mass	89.0	u
LUMO energy	0.0241	hartree

Atomic partial charges in e from the natural (NBO) method, atoms 1 to 5: number 1, N, carries -0.31; number 2, C, carries -0.09; number 3, P, carries 1.15; number 4, N, carries -1.18; number 5, N, carries -1.18

---

The structure with the greatest stability is #ii.